Entry 1:
Molecular formula: C4H6Cl2OS
Method: DFT, ωB97M-V with the def2-TZVPD basis set

* total charge: 0
* HOMO energy: -9.186 eV
* orbital gap: 9.59 eV
* molar mass: 173.06 Da
* energy relative to the best compared isomer or geometry (same formula, charge and spin): 0.307 eV

```
14
Properties=species:S:1:pos:R:3:forces:R:3:lowdin_charge:R:1
C 1.71986 -0.16915 1.19018 -1.9 0.5 0.6 -0.16
C 0.98169 -0.00046 -0.17075 2.8 0.3 1.2 -1.18
C -0.47935 -0.09113 0.07723 -0.3 0.4 1.7 -0.37
C -2.31856 0.33428 -1.30961 -1.0 0.6 -0.8 -0.72
H 1.24160 0.57357 1.91444 0.8 -0.9 -0.9 0.11
H 2.78714 -0.10406 1.24999 0.5 0.5 -0.7 0.07
H 1.50103 -1.16691 1.54454 -0.3 -0.3 0.2 0.07
H -0.82436 0.56614 0.99824 0.6 -1.3 -1.9 0.16
H -0.61033 -1.17781 0.28634 -0.8 0.8 -0.1 0.13
H -2.60630 0.72509 -2.33954 0.5 -0.6 1.4 0.11
O -1.03092 0.35252 -1.12497 0.3 0.0 -1.1 -0.21
S -3.34366 -0.09586 -0.15458 -1.0 -0.2 0.1 0.72
Cl 1.49470 -1.32107 -1.30285 -0.2 0.4 0.2 0.62
Cl 1.48745 1.57483 -0.85866 -0.2 -0.1 0.0 0.64
```
Positions in Å, forces in eV/Å.


Entry 2:
Molecular formula: C22H19N3O3Rb
Method: DFT, ωB97M-V with the def2-TZVPD basis set

* total charge: -1
* HOMO energy: -3.623 eV
* orbital gap: 5.89 eV
* molar mass: 458.88 Da

```
48
Properties=species:S:1:pos:R:3:forces:R:3:lowdin_charge:R:1
Rb 1.21847 0.00052 0.19705 -0.9 0.0 1.1 1.16
C -0.21557 -4.39278 0.33928 0.0 0.0 0.0 -0.07
C -0.32794 -3.03804 -0.02534 0.0 -0.1 0.1 -0.17
N -0.47857 -2.06586 0.83977 -0.2 -0.4 0.3 -0.01
C -0.53527 -2.34793 2.17015 -0.1 0.1 -0.1 -0.16
C -0.48202 -3.68629 2.62989 0.0 0.0 0.0 -0.17
C -0.30461 -4.70372 1.66438 0.0 0.0 0.1 -0.03
C -0.60681 -3.97942 4.01307 0.0 0.0 -0.1 -0.09
C -0.78369 -2.94075 4.87889 0.0 0.2 0.0 -0.11
C -0.81430 -1.59521 4.45748 0.0 -0.2 0.0 -0.03
C -0.65592 -1.21932 3.11565 0.0 0.0 -0.1 -0.23
N -0.58399 -0.00011 2.55039 0.0 0.0 -0.1 0.02
C -0.65663 1.21846 3.11583 0.0 0.0 -0.1 -0.23
C -0.81557 1.59379 4.45788 0.0 0.2 0.0 -0.03
C -0.78555 2.93969 4.87977 0.0 -0.2 0.0 -0.11
C -0.60894 3.97828 4.01454 0.0 0.0 -0.1 -0.09
C -0.48388 3.68593 2.63140 0.0 0.0 0.0 -0.17
C -0.30707 4.70358 1.66620 0.0 0.0 0.1 -0.03
C -0.21776 4.39290 0.34077 0.0 0.0 0.0 -0.07
C -0.32913 3.03820 -0.02423 0.0 0.1 0.1 -0.17
N -0.47928 2.06606 0.84021 -0.2 0.4 0.3 -0.01
C -0.53639 2.34753 2.17089 -0.1 -0.1 -0.1 -0.15
H -0.07181 -5.15404 -0.41754 0.0 0.0 0.0 0.10
H -0.29036 -2.75328 -1.07448 0.0 0.0 0.0 0.10
H -0.23997 -5.73330 2.00048 0.0 0.0 0.0 0.11
H -0.56764 -5.00743 4.35255 0.0 0.0 0.0 0.09
H -0.89510 -3.14654 5.93896 0.0 0.0 0.0 0.09
H -0.94677 -0.85094 5.21890 0.0 0.0 0.0 0.06
H -0.94809 0.84921 5.21871 0.0 0.0 0.0 0.06
H -0.89736 3.14538 5.93983 0.0 0.0 0.0 0.09
H -0.57031 5.00639 4.35452 0.0 0.0 0.0 0.09
H -0.24304 5.73311 2.00250 0.0 0.0 0.0 0.11
H -0.07454 5.15439 -0.41585 0.0 0.0 0.0 0.10
H -0.29113 2.75342 -1.07363 0.0 0.0 0.0 0.10
C 2.26662 1.25764 -4.17265 0.0 0.0 0.0 -0.03
C 2.21386 0.00066 -3.31540 -0.1 0.0 0.0 -0.53
C 2.26729 -1.25560 -4.17366 0.0 0.0 0.0 -0.03
O 0.97068 0.00004 -2.56054 0.3 0.0 -0.3 -0.15
C 3.44632 0.00058 -2.34935 0.1 0.0 0.3 -0.68
O 4.53577 0.00110 -2.94152 -0.1 0.0 0.1 -0.02
O 3.20505 0.00002 -1.11311 1.4 0.0 -1.4 -0.29
H 1.52797 1.21301 -4.98290 0.0 0.0 0.0 0.08
H 3.26196 1.35724 -4.60314 0.0 0.0 0.0 0.09
H 2.05632 2.13642 -3.55916 0.0 0.0 0.0 0.09
H 1.52867 -1.21069 -4.98391 0.0 0.0 0.0 0.08
H 2.05741 -2.13497 -3.56088 0.0 0.0 0.0 0.09
H 3.26270 -1.35436 -4.60418 0.0 0.0 0.0 0.09
H 0.26070 -0.00008 -3.21236 0.0 0.0 0.1 0.09
```
Positions in Å, forces in eV/Å.


Entry 3:
Molecular formula: C28H84O28
Method: DFT, ωB97M-V with the def2-TZVPD basis set

* 2S+1: 2
* total charge: -1
* HOMO energy (spin up / spin down): 0.163 / -7.484 eV
* orbital gap (spin up / spin down): 1.36 / 9.01 eV
* molar mass: 868.95 Da
* energy relative to the best compared isomer or geometry (same formula, charge and spin): 1.585 eV

```
140
Properties=species:S:1:pos:R:3:forces:R:3:lowdin_charge:R:1
C 0.38458 0.14758 0.16710 0.2 0.5 -1.6 -0.22
C 0.21600 -0.29999 -1.30445 -0.5 0.3 -0.3 -0.18
O 0.55847 0.77675 -2.21938 -0.4 0.0 1.6 -0.08
O 0.25990 -0.92987 1.05197 0.3 0.0 -0.3 -0.06
H -0.31464 0.91306 0.50359 -0.4 0.2 -0.6 0.10
H 1.35142 0.65000 0.13729 0.5 -0.2 0.7 0.11
H -0.81658 -0.64041 -1.38184 -0.4 0.2 -0.5 0.09
H 0.82065 -1.15610 -1.60370 0.3 -0.1 0.7 0.10
H 0.45824 0.51604 -3.13785 -0.2 -0.4 -0.2 0.02
H 1.07232 -0.83474 1.55449 0.2 -0.8 0.7 0.04
C 4.40331 -3.50714 -4.69527 -1.3 0.4 0.1 -0.24
C 2.94939 -2.90987 -4.50884 1.7 -0.3 0.9 -0.22
O 2.45463 -3.14176 -3.20145 -0.7 -0.9 -0.5 -0.07
O 5.34173 -2.69914 -4.04993 0.7 0.9 0.2 -0.07
H 4.58736 -3.53019 -5.76937 0.3 0.1 -0.2 0.10
H 4.53224 -4.51991 -4.31347 -0.7 -0.2 -0.1 0.12
H 2.33074 -3.31283 -5.31071 -0.5 -0.2 0.4 0.11
H 2.97461 -1.82321 -4.59023 0.4 0.1 -0.7 0.10
H 2.77276 -2.45216 -2.61422 0.3 0.4 0.2 0.04
H 5.80229 -3.16280 -3.34673 -0.2 -0.1 -0.1 0.09
C 0.31195 -0.76048 -5.89139 -0.7 0.5 -1.6 -0.20
C -0.33886 -0.04081 -7.10810 1.9 -0.8 -0.4 -0.22
O -1.73650 -0.27503 -7.36051 1.2 0.4 0.9 -0.05
O -0.07751 -0.02863 -4.75826 -0.6 -0.6 0.6 -0.07
H 1.39846 -0.71317 -5.96457 -0.1 0.0 -0.3 0.12
H -0.01838 -1.79486 -5.79627 0.2 -0.2 -0.1 0.13
H 0.24153 -0.28708 -7.99726 -0.1 -0.5 -0.3 0.11
H -0.01407 0.98643 -6.94256 -0.9 0.6 0.2 0.12
H -1.92467 0.33525 -8.07727 -0.5 0.0 -0.1 0.09
H -0.88899 -0.50304 -4.56322 -0.5 0.5 1.0 0.10
C -3.96563 0.12003 -2.06961 -0.4 -0.2 -1.8 -0.16
C -4.95733 -0.97129 -2.58573 -0.7 0.6 0.2 -0.22
O -4.96621 -1.07737 -3.98712 1.3 -0.6 -1.3 -0.07
O -4.25803 1.43425 -2.60675 -0.8 -0.6 1.3 -0.09
H -2.97793 -0.11819 -2.46433 0.2 -0.5 0.1 0.10
H -3.87816 0.14621 -0.98344 -0.4 0.2 0.0 0.11
H -6.02189 -0.85120 -2.38480 0.1 0.6 1.2 0.12
H -4.69062 -1.94202 -2.16781 0.3 0.0 0.0 0.10
H -5.68912 -0.63763 -4.44059 0.0 0.2 0.6 0.09
H -3.84403 1.56633 -3.46276 0.2 -0.6 -0.4 0.04
C 4.39557 0.03732 -1.28298 2.0 2.1 -1.0 -0.27
C 4.31790 0.62301 -2.68554 1.2 -1.7 0.0 -0.28
O 3.15592 1.28248 -2.82893 -2.1 2.3 -0.5 -0.05
O 3.53260 -1.00595 -1.17974 -1.2 -1.5 -0.4 -0.06
H 4.08847 0.83040 -0.60121 0.2 0.3 0.2 0.12
H 5.41905 -0.24632 -1.03780 0.3 -0.2 0.1 0.12
H 4.24930 -0.19356 -3.40429 0.9 -0.6 -0.1 0.10
H 5.14688 1.26616 -2.98093 0.1 0.0 0.3 0.12
H 2.44940 0.71920 -2.50468 -0.6 0.2 0.2 0.04
H 3.33318 -0.97481 -0.24120 -0.9 -0.8 0.8 0.04
C -4.03883 0.34585 2.51588 1.1 -0.2 0.0 -0.24
C -2.59913 0.13063 2.98275 -0.5 0.3 1.4 -0.15
O -2.51550 0.41051 4.45554 0.0 0.1 -1.5 -0.10
O -4.95990 -0.48891 3.16115 -0.5 -0.6 0.2 -0.04
H -4.09590 0.09768 1.45604 0.0 0.1 0.0 0.12
H -4.22856 1.41166 2.64298 -0.4 0.1 0.0 0.12
H -2.03177 0.92242 2.49359 0.5 -0.2 0.1 0.10
H -2.16442 -0.85275 2.80360 -0.1 0.1 -0.2 0.12
H -3.02039 -0.26829 4.90931 -0.1 -0.1 0.0 0.08
H -5.11617 -0.23718 4.07428 0.1 0.3 0.0 0.08
C 0.53272 0.51545 6.20331 -0.6 0.1 1.1 -0.27
C 1.17231 -0.26234 5.13557 0.6 -0.8 -2.2 -0.22
O 0.28217 -0.42948 3.97251 0.8 -0.7 1.3 -0.10
O -0.49580 -0.26740 6.81356 -0.1 0.2 -0.3 -0.08
H 0.05761 1.36814 5.71824 0.1 0.5 0.1 0.10
H 1.16999 0.85184 7.02113 0.3 0.0 -0.3 0.10
H 1.43788 -1.28559 5.40114 -0.3 0.0 0.5 0.10
H 2.13547 0.14917 4.83377 0.0 0.4 -0.2 0.08
H 0.03021 0.42758 3.62098 0.3 0.6 -0.1 0.02
H -1.02328 -0.38173 6.01965 -0.8 -0.5 0.0 0.03
C -1.67015 2.97220 -4.02053 1.2 0.1 0.3 -0.26
C -2.54507 2.77212 -5.20997 -0.4 -0.8 -0.6 -0.22
O -3.00879 1.43250 -5.18128 -1.1 -0.2 0.2 -0.08
O -1.40443 4.33539 -3.87047 0.4 1.0 0.1 -0.04
H -0.74706 2.39901 -4.10692 0.2 0.0 -0.4 0.11
H -2.01924 2.59653 -3.05870 -0.9 0.1 -0.2 0.12
H -2.09724 2.92884 -6.19129 0.8 0.2 0.1 0.12
H -3.37204 3.48096 -5.25195 -0.4 -0.2 0.6 0.13
H -2.35696 0.84183 -5.56576 0.0 0.0 -0.2 0.05
H -0.65423 4.54727 -4.43075 0.1 0.2 0.1 0.09
C -0.37342 3.22875 2.59633 -0.1 1.4 0.3 -0.22
C -1.28710 3.77326 3.73905 0.0 0.1 -1.1 -0.19
O -2.60256 3.22255 3.76363 0.3 0.3 -0.3 -0.08
O 0.47279 2.19877 2.98717 -0.8 -2.1 -0.6 -0.10
H 0.28793 3.97621 2.15813 -0.2 0.9 0.4 0.12
H -0.98054 3.00061 1.72028 -0.2 -0.8 0.2 0.09
H -1.43543 4.83344 3.53387 0.0 0.1 0.1 0.11
H -0.80030 3.67464 4.70931 0.2 -0.1 0.1 0.11
H -2.56968 2.29139 3.99482 0.1 -0.3 0.5 0.02
H 1.18597 2.51255 3.54799 0.5 0.7 0.5 0.03
C -0.45397 -4.18066 2.71863 -0.8 0.7 0.4 -0.20
C -0.11312 -3.63907 4.09059 0.5 0.6 0.6 -0.26
O -0.27988 -4.53484 5.14817 -0.4 -1.6 0.5 -0.06
O -1.87082 -4.36124 2.56903 0.1 -0.5 -0.3 -0.07
H -0.01312 -5.13555 2.43238 0.1 0.1 0.4 0.13
H -0.11805 -3.39678 2.03981 0.2 0.0 -0.3 0.09
H -0.70439 -2.75702 4.33651 -0.2 0.3 -0.7 0.11
H 0.91381 -3.27840 4.14933 0.3 0.1 -0.6 0.10
H -0.50942 -4.07386 5.95836 0.1 0.1 -0.1 0.09
H -2.33921 -3.61492 2.95011 0.1 0.2 0.1 0.08
C 3.81317 -2.22855 1.92808 0.5 2.1 0.8 -0.16
C 3.91766 -2.16130 3.42361 -2.2 -0.8 1.6 -0.30
O 4.37698 -0.94100 3.98364 1.1 0.2 -1.8 -0.23
O 2.99107 -1.08759 1.46604 0.8 -1.7 -0.1 -0.11
H 3.45995 -3.17185 1.51153 -0.4 0.2 0.3 0.13
H 4.86808 -2.11292 1.67927 0.0 0.3 -1.1 0.12
H 4.41913 -3.06143 3.77912 0.6 0.1 0.0 0.11
H 2.94187 -2.18308 3.90885 -0.7 -0.9 -0.5 0.09
H 4.55424 -1.12439 4.90913 0.2 0.2 0.8 0.01
H 3.26760 -0.33463 1.99346 0.2 0.7 0.3 0.06
C 3.74427 2.58181 4.15211 1.9 1.0 -0.3 -0.29
C 4.25967 2.62296 2.67624 -1.2 -1.3 1.5 -0.20
O 3.39028 1.82512 1.85135 0.7 0.3 -0.1 -0.09
O 2.54834 3.30431 4.30161 -0.9 0.3 -0.8 -0.16
H 4.52201 3.10054 4.71259 0.3 0.2 0.2 0.09
H 3.67340 1.62924 4.67717 0.1 -0.5 -0.8 0.08
H 5.25294 2.17433 2.69228 -0.1 -0.2 -0.2 0.11
H 4.34847 3.63681 2.28594 -0.2 0.1 0.2 0.12
H 2.55097 2.29093 1.86451 -0.5 -0.2 -0.1 0.06
H 2.35473 3.39300 5.23769 0.0 0.1 0.6 0.07
C -0.78268 -3.69616 -1.01522 1.0 -1.0 0.2 -0.24
C -2.20032 -3.32705 -1.30909 0.4 0.7 0.7 -0.24
O -2.91865 -3.11775 -0.10025 -0.2 -0.3 -0.6 -0.06
O -0.52691 -5.10456 -0.87430 -0.5 -0.1 -0.5 -0.07
H -0.47833 -3.31874 -0.03899 -0.1 1.1 -0.3 0.10
H -0.18778 -3.28510 -1.83083 0.4 -0.1 0.1 0.10
H -2.70283 -4.01583 -1.98819 0.0 0.0 -0.1 0.13
H -2.02850 -2.35319 -1.76754 -0.8 0.1 -0.3 0.09
H -2.60077 -3.84442 0.44058 -0.3 -0.1 0.9 0.05
H 0.41960 -5.16488 -0.72572 0.1 -0.2 0.0 0.08
C -3.17932 3.17575 0.13714 0.7 2.7 -1.1 -0.26
C -3.18636 4.57196 -0.58352 1.0 0.6 0.2 -0.20
O -2.00753 5.37004 -0.27667 -0.6 -0.5 0.2 -0.08
O -4.38212 2.66147 -0.23480 -2.1 -1.4 0.9 -0.07
H -3.13902 3.31829 1.21703 -0.1 0.0 0.1 0.10
H -2.30124 2.60626 -0.16741 0.1 -0.3 -0.2 0.11
H -4.11813 5.10425 -0.39225 0.0 0.0 1.1 0.11
H -3.28552 4.53884 -1.66849 0.5 -1.0 -0.3 0.10
H -2.25634 6.29718 -0.26731 0.0 0.0 0.0 0.07
H -4.38728 2.21910 -1.08678 0.4 0.2 -0.6 0.02
```
Positions in Å, forces in eV/Å.


Entry 4:
Molecular formula: C2HBrClFO
Method: DFT, ωB97M-V with the def2-TZVPD basis set

* total charge: 0
* HOMO energy: -9.514 eV
* orbital gap: 8.55 eV
* molar mass: 175.38 Da
* energy relative to the best compared isomer or geometry (same formula, charge and spin): 0.745 eV

```
7
Properties=species:S:1:pos:R:3:forces:R:3:lowdin_charge:R:1
C -1.41241 0.09565 0.35259 -2.1 0.0 -0.6 -0.28
C -0.24101 -0.48430 0.52447 0.3 0.1 0.9 -1.19
O -2.50658 0.44810 0.09210 2.4 -0.3 0.7 0.19
F 1.56459 1.33124 -1.33240 0.2 1.5 -1.0 -0.08
Cl 0.70572 -0.50757 1.99633 -0.7 0.3 -0.5 0.60
Br 0.40005 -1.52910 -0.88149 0.0 -0.4 -0.4 0.81
H 1.48963 0.64599 -0.75159 -0.1 -1.1 0.9 -0.06
```
Positions in Å, forces in eV/Å.


Q: Which formula does entry 1 have?
A: C4H6Cl2OS


Q: Look up the total charge of the first one.
A: 0


Q: Which value of total charge does entry 4 give?
A: 0